# 1
One molecule with the formula C4H4N2O in a non-equilibrium geometry. Source: the Open Molecules 2025 dataset; level of theory: ωB97M-V/def2-TZVPD.

Geometry as XYZ:
```
11
C4H4N2O | the Open Molecules 2025 dataset | ωB97M-V/def2-TZVPD
O 2.2119 -1.3801 0.0762
N -1.3194 0.7004 -0.3002
N -0.0869 -1.4121 0.0907
C -0.1474 1.3316 -0.2387
C 1.0559 0.6834 -0.0202
C -1.2382 -0.6411 -0.0674
C 1.1617 -0.7627 0.0435
H -2.0858 -1.2097 -0.4652
H 1.9669 1.2507 0.1396
H -1.3416 -0.9789 1.0562
H -0.1773 2.4186 -0.3146
```

As for the strongest force on any atom: 0.020 hartree/bohr. The calculation puts the orbital gap (alpha / beta) at 7.50 / 7.65 eV. As for the energy above the lowest of the compared OMol25 structures with the same formula, charge and spin: 355.2 kJ/mol. As for the total charge: 0. The multiplicity is 1. Its HOMO energy (alpha / beta) is -9.62 / -9.44 eV.

Results of the natural (NBO) charge analysis, in e, for atoms 1 through 6: O -0.562; N -0.355; N -0.317; C 0.008; C -0.218; C -0.157

---

# 2
One molecule with the formula C4H4N2O in a non-equilibrium geometry. Source: the Open Molecules 2025 dataset; level of theory: ωB97M-V/def2-TZVPD.

Geometry as XYZ:
```
11
C4H4N2O | the Open Molecules 2025 dataset | ωB97M-V/def2-TZVPD
O 1.2012 0.5194 -0.5220
N 0.2350 -1.4121 0.4714
N -0.9583 -1.1320 -0.1108
C -1.5252 -0.0852 -0.2874
C 1.2747 -0.7100 0.0483
C -0.8652 1.1135 0.2897
C 0.4091 1.4244 0.0701
H -1.4636 1.8787 1.1782
H 1.0939 2.1380 0.7409
H -2.3145 0.2065 -1.0869
H 2.3776 -1.0260 0.0956
```

As for the strongest force on any atom: 0.125 hartree/bohr. The calculation puts the orbital gap at 9.55 eV. As for the energy above the lowest of the compared OMol25 structures with the same formula, charge and spin: 491.8 kJ/mol. As for the total charge: 0. The multiplicity is 1. Its HOMO energy is -8.90 eV. As for the SMILES: C1=COC=NN=C1.

Results of the natural (NBO) charge analysis, in e, for atoms 1 through 6: O -0.534; N -0.305; N -0.219; C 0.054; C 0.361; C -0.300

---

E_tot per entry: -339.4464 -339.3943 hartree